Record 1
{"formula": "C5H11O2", "method": "ωB97M-V with the def2-TZVPD basis set", "e_tot_ev": -9456.011, "homo_lumo_gap_ha": [0.4214, 0.2675], "multiplicity": 2, "de_lowest_kcal_mol": 10.1, "lumo_energy_ev": [0.80, -3.26], "symbols": ["C", "C", "C", "O", "O", "H", "H", "H", "H", "H", "C", "C", "H", "H", "H", "H", "H", "H"], "xyz": [[-1.25635, 2.14444, -0.75895], [-1.49422, 0.95932, 0.20532], [-1.27749, 1.70665, -2.28199], [-0.25996, 1.90916, -2.93152], [-2.37918, 1.17925, -2.57223], [-2.02296, 2.86749, -0.50693], [-0.21701, 2.44949, -0.70240], [-1.21530, 0.02459, -0.26813], [-2.56515, 0.91555, 0.43231], [-1.11428, 1.16968, 1.20428], [1.81046, -1.91307, 0.25541], [1.63747, -1.97082, 1.76771], [2.33854, -2.79523, -0.08639], [0.83426, -1.84376, -0.22879], [2.34501, -0.99928, 0.01361], [1.18046, -1.05063, 2.15131], [2.61825, -1.92610, 2.24599], [1.03745, -2.82674, 2.06139]]}

---

Record 2
{"formula": "C2H3Cl2N2", "method": "ωB97M-V with the def2-TZVPD basis set", "e_tot_ev": -30131.839, "homo_lumo_gap_ha": [0.2839, 0.2841], "de_lowest_kcal_mol": 125.8, "lumo_energy_ev": [-5.44, -5.44], "charge": 1, "symbols": ["C", "C", "N", "N", "Cl", "Cl", "H", "H", "H"], "xyz": [[-0.49379, -0.93543, 0.38853], [-0.75838, 0.24017, 0.36049], [1.93131, -2.41071, -0.82045], [-1.00644, 1.54883, 0.05801], [0.58199, -2.45290, 0.06384], [3.22002, -1.87137, 0.10281], [-0.36645, 2.15768, -0.56224], [-1.16367, 2.16997, 0.85237], [-1.94459, 1.55376, -0.44336]]}

---

Record 3
{"formula": "C21H53ClFNO8", "method": "ωB97M-V with the def2-TZVPD basis set", "e_tot_ev": -55744.913, "homo_lumo_gap_ha": 0.3664, "lumo_energy_ev": 0.20, "smiles": "O=C(O)N(Cl)CCF.CC(C)O.CC(C)O.CC(C)O.CC(C)O.CC(C)O.CC(C)O", "symbols": ["O", "C", "O", "N", "Cl", "C", "C", "F", "H", "H", "H", "H", "H", "C", "C", "C", "O", "H", "H", "H", "H", "H", "H", "H", "H", "C", "C", "C", "O", "H", "H", "H", "H", "H", "H", "H", "H", "C", "C", "C", "O", "H", "H", "H", "H", "H", "H", "H", "H", "C", "C", "C", "O", "H", "H", "H", "H", "H", "H", "H", "H", "C", "C", "C", "O", "H", "H", "H", "H", "H", "H", "H", "H", "C", "C", "C", "O", "H", "H", "H", "H", "H", "H", "H", "H"], "xyz": [[-5.28145, 0.55697, 0.38984], [-6.28056, 0.31541, -0.18961], [-6.52535, -0.95558, -0.55324], [-7.19657, 1.37584, -0.47775], [-7.57435, 1.45663, -2.15671], [-8.39208, 1.34608, 0.37915], [-9.53221, 0.42227, -0.06815], [-10.57685, 1.19790, -0.46811], [-7.46910, -1.11887, -0.61215], [-8.77701, 2.35642, 0.46963], [-8.04581, 1.02078, 1.35963], [-9.91532, -0.16835, 0.76195], [-9.26428, -0.26658, -0.86650], [-2.91433, -2.37398, -0.93518], [-2.22470, -2.33487, 0.41995], [-1.96957, -0.90618, 0.86592], [-0.99193, -3.05551, 0.36688], [-2.28635, -1.90297, -1.69799], [-3.08700, -3.40521, -1.24806], [-3.87173, -1.85186, -0.90593], [-2.84357, -2.84809, 1.15740], [-1.31260, -0.39320, 0.15752], [-1.46719, -0.89388, 1.83450], [-2.90178, -0.34559, 0.94623], [-0.41995, -2.60979, -0.26437], [2.17269, -0.24981, -3.59359], [2.18438, -0.39026, -2.07993], [3.00730, -1.58700, -1.63422], [0.84346, -0.50985, -1.59704], [1.72198, -1.13315, -4.05651], [1.57350, 0.61252, -3.89277], [3.18206, -0.12754, -3.98958], [2.59020, 0.51683, -1.63052], [2.58860, -2.51430, -2.03919], [3.00034, -1.67149, -0.54912], [4.04233, -1.50046, -1.96656], [0.46885, -1.30594, -1.98690], [5.62981, 1.10910, 2.40716], [4.35623, 0.36404, 2.03984], [3.68900, -0.23416, 3.26872], [4.64425, -0.66528, 1.09166], [6.35536, 0.43386, 2.86496], [6.09781, 1.52997, 1.51583], [5.42683, 1.91849, 3.10970], [3.66188, 1.04501, 1.54511], [4.35423, -0.95540, 3.75257], [2.77932, -0.76768, 2.98970], [3.43165, 0.53832, 3.99505], [5.25662, -1.28150, 1.50416], [7.28695, -0.58342, 7.00907], [7.86974, -0.74766, 5.61386], [9.28350, -1.30684, 5.66146], [7.85921, 0.50387, 4.92713], [7.88582, 0.11981, 7.59424], [6.27466, -0.18121, 6.95597], [7.25621, -1.53570, 7.54067], [7.23384, -1.41655, 5.03142], [9.94647, -0.62692, 6.20339], [9.68577, -1.41704, 4.65390], [9.30889, -2.27947, 6.15519], [8.41386, 1.11551, 5.42008], [-1.41699, -0.44278, -6.08737], [-0.20783, -1.12161, -6.71257], [-0.34765, -1.23572, -8.22289], [-0.02426, -2.41582, -6.13734], [-2.32411, -1.02327, -6.27798], [-1.29902, -0.37201, -5.00513], [-1.55938, 0.56200, -6.48820], [0.69106, -0.55219, -6.47245], [-1.21991, -1.84196, -8.48277], [0.52674, -1.72611, -8.65188], [-0.45908, -0.25415, -8.68612], [-0.80673, -2.93858, -6.33497], [-3.59508, 4.19703, -0.26997], [-3.59611, 4.10210, 1.24819], [-2.74621, 2.93889, 1.73112], [-4.93387, 3.95578, 1.72469], [-4.01282, 3.28693, -0.70939], [-4.21377, 5.03212, -0.60170], [-2.58444, 4.33563, -0.65794], [-3.21913, 5.03430, 1.67158], [-3.14647, 1.99669, 1.34886], [-2.75589, 2.87616, 2.82017], [-1.71189, 3.03599, 1.39616], [-5.27917, 3.13407, 1.35820]]}

---

Record 4
{"formula": "C3H8N2", "method": "ωB97M-V with the def2-TZVPD basis set", "e_tot_ev": -6214.796, "homo_lumo_gap_ha": 0.3123, "de_lowest_kcal_mol": 162.6, "lumo_energy_ev": -0.41, "symbols": ["C", "C", "N", "C", "N", "H", "H", "H", "H", "H", "H", "H", "H"], "xyz": [[0.41375, -1.47816, 0.17130], [0.58947, -0.13428, 0.90453], [-0.32986, 1.49069, -1.43474], [-0.93522, 1.16120, -0.14320], [-0.74885, 0.44480, 1.16688], [-0.58256, -1.85488, 0.58021], [0.12719, -1.14467, -0.88632], [1.25759, -2.08737, 0.21564], [1.08422, -0.24624, 1.97051], [1.30247, 0.49999, 0.30214], [0.48166, 0.93701, -1.86570], [-1.00462, 0.42687, -1.01564], [-1.65525, 1.98503, 0.03439]]}

---

Record 5
{"formula": "C27H35ClN4P2Ti", "method": "ωB97M-V with the def2-TZVPD basis set", "e_tot_ev": -88734.124, "homo_lumo_gap_ha": [0.2370, 0.1872], "multiplicity": 3, "de_lowest_kcal_mol": 67.9, "lumo_energy_ev": [-0.78, -2.47], "symbols": ["Ti", "C", "C", "C", "C", "C", "C", "C", "C", "C", "H", "H", "H", "H", "H", "H", "H", "H", "H", "H", "H", "H", "H", "H", "H", "P", "P", "N", "N", "N", "N", "C", "C", "C", "C", "C", "C", "C", "C", "C", "C", "C", "C", "C", "C", "C", "C", "C", "C", "H", "H", "H", "H", "H", "H", "H", "H", "H", "H", "H", "H", "H", "H", "H", "H", "H", "H", "H", "H", "Cl"], "xyz": [[-0.60326, 1.02896, -3.59960], [-2.16378, 1.27875, -6.41667], [-1.79880, 0.03655, -5.99745], [-0.68001, -0.72647, -6.67890], [0.60239, 0.10321, -6.65677], [0.72659, 0.78253, -5.28822], [0.29085, 2.10268, -4.96953], [-0.32215, 3.04286, -6.06026], [-1.30296, 2.37845, -7.03922], [-0.09520, 1.63025, -1.51988], [-3.24874, 1.52850, -6.41717], [-2.43899, -0.55879, -5.34322], [-0.90018, -1.01389, -7.72307], [-0.57274, -1.66729, -6.12922], [1.48664, -0.54508, -6.77727], [0.62081, 0.76738, -7.54014], [1.72390, 0.51649, -4.89442], [0.98976, 2.64743, -4.29840], [0.53557, 3.52084, -6.57058], [-0.89639, 3.91356, -5.69960], [-2.02159, 3.14467, -7.39349], [-0.77702, 2.16526, -7.97546], [-0.91223, 2.37451, -1.36632], [0.84268, 2.18086, -1.34614], [-0.13454, 0.82536, -0.73424], [1.67067, -0.92390, -2.87677], [-0.66462, -2.05265, -1.83453], [3.24102, 0.10265, -3.20706], [2.57822, -1.88953, -1.78089], [-2.18806, 2.17689, -3.93898], [-2.31871, -2.66121, -1.88410], [1.23370, -2.30647, -4.02824], [0.00671, -2.99535, -3.32900], [3.10542, 1.48837, -3.17819], [4.14539, 2.05997, -3.88987], [4.99421, 0.99433, -4.34334], [4.41050, -0.20625, -3.91617], [3.36355, -1.28687, -0.77691], [4.20420, -2.25854, -0.27243], [3.91216, -3.49819, -0.93620], [2.90255, -3.24578, -1.83980], [-1.97884, 3.54776, -3.92958], [-3.22276, 4.21053, -3.90068], [-4.21438, 3.18062, -3.89419], [-3.56034, 1.94759, -4.03085], [-3.40349, -2.53125, -2.77682], [-4.57047, -2.87399, -2.10422], [-4.22650, -3.19213, -0.77026], [-2.85691, -3.03124, -0.62862], [2.00762, -3.06676, -4.22189], [1.06366, -1.87646, -5.05167], [-0.83866, -2.99142, -4.04778], [0.24730, -4.06281, -3.07780], [2.26546, 1.96444, -2.69343], [4.25390, 3.10111, -4.10098], [5.89229, 1.09405, -4.93467], [4.68086, -1.24732, -4.07049], [3.28007, -0.22161, -0.57304], [4.99990, -2.07886, 0.43200], [4.41595, -4.43402, -0.84381], [2.38777, -3.89490, -2.53932], [-0.98500, 3.97456, -3.93728], [-3.31036, 5.26646, -4.10191], [-5.29702, 3.31043, -3.94621], [-4.00505, 0.95156, -4.03972], [-3.21112, -2.25983, -3.81252], [-5.57696, -2.85228, -2.47104], [-4.90262, -3.45882, 0.01558], [-2.15759, -3.17934, 0.19406], [-2.44522, 0.23086, -1.74450]]}

---

Record 6
{"formula": "C6H14O", "method": "ωB97M-V with the def2-TZVPD basis set", "e_tot_ev": -8494.542, "homo_lumo_gap_ha": 0.3976, "de_lowest_kcal_mol": 54.2, "lumo_energy_ev": 1.18, "smiles": "C=CCCCOC.[H][H]", "symbols": ["C", "C", "C", "C", "C", "O", "C", "H", "H", "H", "H", "H", "H", "H", "H", "H", "H", "H", "H", "H", "H"], "xyz": [[-2.94286, 0.08335, -0.72426], [-2.09536, 0.06252, 0.30156], [-1.18584, -1.08886, 0.63941], [0.24254, -0.67703, 1.00496], [1.01856, -0.04334, -0.13657], [2.32383, 0.20690, 0.32758], [3.13957, 0.81271, -0.63806], [-3.02353, -0.75835, -1.41064], [-3.59650, 0.93014, -0.91812], [-2.04802, 0.92771, 0.96699], [-1.61292, -1.62521, 1.49966], [-1.17680, -1.80116, -0.19690], [0.80043, -1.55743, 1.34336], [0.22815, 0.02711, 1.84689], [1.04157, -0.71958, -1.01121], [0.54054, 0.89466, -0.47022], [3.25057, 0.18002, -1.53332], [4.12310, 0.96028, -0.18467], [2.74070, 1.79001, -0.95380], [-0.79469, 0.97712, -3.16802], [-0.91814, 0.68380, -2.49515]]}